No. 1
Entry from the Open Molecules 2025 dataset: one molecule with the formula CH3N3O3 at a distorted geometry (wB97M-V/def2-TZVPD).

The largest force on an atom comes out at 3.739 eV/Å. As for the multiplicity: 1. The highest occupied orbital energy is -0.37512 Ha. As for the structure (SMILES): NN(C=O)[N+](=O)[O-]. The total charge is 0. The energy above the lowest of the compared OMol25 structures with the same formula, charge and spin is 226.17 kJ/mol. The HOMO-LUMO gap is 10.1 eV.

Positions of all 10 atoms, in Å:
H 0.867 0.845 -1.034
H -2.057 -0.843 0.560
O 1.308 -1.967 1.070
N 0.156 -1.739 0.828
H 1.462 0.316 0.463
C -1.373 -0.233 0.020
O -0.763 -2.342 1.227
O -1.627 0.819 -0.551
N -0.057 -0.658 0.039
N 1.019 0.078 -0.378

No. 2
Entry from the Open Molecules 2025 dataset: C49H64MnN4O3P3S as an isolated structure at a distorted geometry (wB97M-V/def2-TZVPD).

The largest force on an atom comes out at 3.502 eV/Å. As for the multiplicity: 2. The highest occupied orbital energy (spin up / spin down) is -0.50630 / -0.50616 Ha. The total charge is +3. The expectation value of S² is 0.79. The HOMO-LUMO gap (spin up / spin down) is 3.4 / 3.4 eV.

Positions of all 125 atoms, in Å:
C 4.376 3.168 -0.102
H 3.416 -1.528 -3.413
C 1.931 -1.711 -1.862
C 3.284 -0.175 3.518
H -2.154 -4.323 -1.314
H -4.294 -0.882 0.073
H 0.348 -4.127 -2.975
C 2.561 -2.163 -3.177
H 1.716 -0.637 -1.885
H 2.043 -5.704 3.953
H 2.695 -3.051 0.666
H 0.308 -0.591 5.890
H -3.784 -4.416 1.241
C -1.340 2.521 0.641
Mn -0.025 0.047 0.852
H -2.615 4.185 2.542
N -1.693 1.487 1.358
C 1.580 -5.145 3.144
H 2.181 -2.361 2.205
H -4.734 -1.726 1.553
H 3.883 -0.649 4.294
H 3.064 5.987 -4.270
C 2.885 1.231 0.090
H -3.018 -0.726 -5.553
H 1.400 3.491 3.601
C -1.675 1.792 -2.982
C -2.259 -4.037 -0.267
H -2.583 -2.545 1.938
C 5.227 0.925 0.251
C -2.098 2.236 -4.235
H 1.102 2.265 -3.506
H -2.020 3.283 -4.492
C 0.957 2.159 -0.231
C -4.606 5.707 0.254
C 2.239 -4.410 -2.034
C -0.516 -0.868 5.235
C 2.268 5.433 -3.799
H -5.107 5.727 -1.804
H 1.272 -3.322 4.216
H -1.632 -4.701 0.325
P -0.033 -2.156 0.102
C 1.085 2.522 3.978
H 6.438 2.685 0.116
C -0.147 -3.428 2.565
H -1.083 -3.974 2.453
C -4.030 5.230 1.389
C 5.431 2.299 0.095
C -2.818 1.440 2.057
H 1.886 2.089 4.575
H 3.019 -5.212 1.542
H 2.635 -1.887 -1.052
N -0.421 2.298 -0.447
O 0.811 1.703 2.832
C 2.659 -4.491 2.276
C 1.174 3.337 -3.373
H 2.703 -4.278 -1.058
C -4.128 -1.796 0.649
C -3.103 4.088 1.566
H -0.373 -2.377 2.799
H 1.681 4.143 -0.479
C 3.965 0.369 0.254
C 0.629 -2.482 -1.619
C -1.753 0.446 -2.643
H -5.328 6.498 0.398
N 1.520 0.991 0.032
H 3.459 -0.661 2.562
N 1.858 3.165 -0.303
C -2.240 -0.456 -3.574
C -4.567 -3.013 -0.182
C 0.264 5.398 -2.473
H -2.306 -1.505 -3.330
O 1.921 -0.325 3.915
P -1.086 3.047 -1.839
C -2.654 -1.928 1.046
C -2.008 3.869 0.527
H 3.508 -4.205 2.897
C -3.428 4.479 -1.597
H -4.121 -5.117 -0.329
H 4.532 4.226 -0.243
C -2.364 3.913 -0.943
H -5.619 -3.225 0.003
H 3.812 -0.692 0.356
O -0.507 -0.065 4.040
H 3.549 0.879 3.431
C 3.011 -3.630 -3.102
C 2.114 -3.244 1.565
C -4.422 5.307 -1.082
C 0.637 -3.451 1.246
H 2.282 -5.474 -2.265
H 2.962 3.538 -4.520
C -3.722 -4.234 0.168
C 3.107 2.609 -0.114
C -2.650 -0.020 -4.826
H 1.340 7.175 -2.970
H 0.228 -4.607 -1.295
H -1.245 4.643 0.730
C -1.855 -2.563 -0.098
H 0.519 -4.416 0.744
H -0.024 -4.498 4.438
H 0.989 -5.854 2.562
H 6.087 0.286 0.371
H -0.458 -1.926 4.989
C 0.206 4.016 -2.631
H -2.207 -0.944 1.291
S -4.123 2.527 1.839
H -0.136 -2.043 -2.272
H -4.327 5.680 2.325
C 2.209 4.052 -3.946
H 1.830 -2.035 -3.978
H -1.403 0.111 -1.664
H -4.461 -2.802 -1.248
C 0.780 -3.972 -1.985
H -2.996 0.596 2.699
H 4.076 -3.688 -2.880
P 0.684 0.085 2.989
C 1.297 6.102 -3.068
H -0.507 5.915 -1.916
H -2.908 1.667 -6.125
H 2.861 -4.097 -4.074
C -2.586 1.327 -5.154
H -1.466 -0.655 5.721
C 0.660 -4.067 3.706
H -2.133 -2.028 -1.015
H 0.198 2.631 4.602
H -3.458 4.296 -2.666